# 1
{
  "formula": "H32O16",
  "method": "ωB97M-V/def2-TZVPD",
  "multiplicity": 1,
  "lumo_energy_ev": -0.21,
  "elements": ["O", "H", "H", "O", "H", "H", "O", "H", "H", "O", "H", "H", "O", "H", "H", "O", "H", "H", "O", "H", "H", "O", "H", "H", "O", "H", "H", "O", "H", "H", "O", "H", "H", "O", "H", "H", "O", "H", "H", "O", "H", "H", "O", "H", "H", "O", "H", "H"],
  "xyz": [[23.583, 5.953, 4.754], [24.332, 5.516, 4.378], [22.815, 5.588, 4.298], [25.040, 3.301, 4.271], [25.849, 3.157, 4.729], [25.255, 3.384, 3.342], [23.115, 1.785, 8.201], [22.199, 1.538, 8.226], [23.321, 2.110, 9.092], [19.853, 6.214, 3.442], [20.121, 5.900, 4.271], [18.908, 6.102, 3.461], [20.376, 1.904, 8.556], [19.909, 2.190, 7.800], [19.796, 2.109, 9.297], [22.521, -0.915, 4.540], [23.019, -1.491, 5.155], [22.832, -0.013, 4.579], [23.150, 1.653, 2.619], [22.542, 1.783, 1.891], [23.220, 2.513, 3.008], [20.773, 0.969, 5.696], [20.010, 0.663, 5.167], [21.439, 0.289, 5.403], [22.765, 4.840, 2.208], [22.691, 5.783, 2.104], [23.560, 4.548, 1.782], [22.330, 3.257, 5.544], [21.850, 3.495, 4.728], [21.846, 2.488, 5.863], [24.309, 1.181, 5.597], [23.894, 1.665, 6.330], [24.176, 1.699, 4.803], [20.869, 5.509, 5.890], [20.676, 5.969, 6.689], [21.640, 4.954, 6.030], [18.761, 3.098, 6.366], [19.256, 3.376, 5.663], [17.888, 3.282, 6.175], [21.357, 4.259, 8.479], [22.207, 4.210, 8.003], [20.998, 3.348, 8.550], [20.324, 3.090, 3.842], [20.274, 3.473, 2.963], [20.812, 2.320, 3.664], [23.907, 4.463, 7.279], [23.700, 3.934, 6.509], [24.339, 3.858, 7.889]]
}

---

# 2
{
  "formula": "H32O16",
  "method": "ωB97M-V/def2-TZVPD",
  "multiplicity": 1,
  "lumo_energy_ev": -0.57,
  "elements": ["O", "H", "H", "O", "H", "H", "O", "H", "H", "O", "H", "H", "O", "H", "H", "O", "H", "H", "O", "H", "H", "O", "H", "H", "O", "H", "H", "O", "H", "H", "O", "H", "H", "O", "H", "H", "O", "H", "H", "O", "H", "H", "O", "H", "H", "O", "H", "H"],
  "xyz": [[11.175, 4.158, -7.382], [11.880, 4.414, -6.814], [11.614, 4.040, -8.198], [9.740, 1.620, -7.624], [10.629, 1.304, -7.662], [9.166, 0.876, -7.763], [9.123, 5.246, -2.743], [9.576, 4.396, -2.735], [9.080, 5.469, -3.684], [9.271, 3.675, -5.378], [9.670, 3.871, -6.272], [9.881, 2.945, -5.168], [7.083, 3.532, -7.764], [6.995, 2.973, -6.995], [6.282, 4.063, -7.782], [8.749, 7.201, -5.257], [8.594, 6.623, -5.971], [8.722, 8.071, -5.628], [10.409, -0.716, -5.951], [9.620, -1.032, -5.447], [10.480, 0.177, -5.629], [8.811, 5.713, -7.715], [8.049, 5.306, -7.407], [9.113, 5.054, -8.370], [10.558, 2.820, -2.464], [10.351, 1.935, -2.777], [11.417, 2.744, -2.108], [6.884, 1.297, -5.976], [6.065, 1.338, -5.536], [7.551, 1.520, -5.337], [9.302, 3.510, -9.697], [10.228, 3.589, -10.023], [9.305, 2.917, -8.961], [11.381, 7.166, -6.944], [10.693, 6.493, -7.044], [10.896, 7.981, -7.089], [12.305, 4.551, -4.459], [13.130, 4.578, -4.005], [11.982, 3.708, -4.675], [11.493, 2.076, -5.182], [12.320, 1.810, -4.784], [11.628, 1.957, -6.146], [9.254, 0.717, -3.517], [9.626, -0.121, -3.283], [8.320, 0.631, -3.405], [7.294, 2.904, -3.506], [7.473, 3.349, -2.665], [7.988, 3.266, -4.041]]
}

---

# 3
{
  "formula": "H32O16",
  "method": "ωB97M-V/def2-TZVPD",
  "multiplicity": 1,
  "lumo_energy_ev": -0.46,
  "elements": ["O", "H", "H", "O", "H", "H", "O", "H", "H", "O", "H", "H", "O", "H", "H", "O", "H", "H", "O", "H", "H", "O", "H", "H", "O", "H", "H", "O", "H", "H", "O", "H", "H", "O", "H", "H", "O", "H", "H", "O", "H", "H", "O", "H", "H", "O", "H", "H"],
  "xyz": [[3.066, -3.577, 0.677], [3.719, -3.540, 1.409], [2.342, -3.127, 0.999], [-4.783, -0.545, -1.745], [-4.467, -1.363, -1.783], [-4.428, 0.115, -1.414], [1.072, 0.438, -0.379], [0.530, 0.414, -1.266], [1.344, 1.265, -0.050], [-3.287, 0.166, -4.078], [-2.558, 0.753, -3.737], [-3.882, 0.476, -3.470], [-3.402, -3.489, -0.643], [-3.520, -4.210, -0.074], [-4.030, -2.776, -0.240], [-0.736, 0.650, -2.414], [-1.123, -0.275, -2.603], [-1.178, 0.674, -1.676], [-2.985, 2.981, 3.805], [-3.095, 2.307, 4.479], [-2.587, 3.798, 4.141], [-0.234, 2.072, 3.292], [-0.148, 1.290, 3.820], [-0.988, 2.010, 2.660], [-1.043, -3.049, -2.374], [-1.889, -3.131, -1.828], [-1.357, -3.301, -3.197], [-2.344, 2.441, -0.461], [-2.151, 2.758, 0.407], [-2.389, 1.404, -0.226], [5.316, 1.244, 0.617], [4.337, 1.660, 0.446], [5.526, 2.080, 1.124], [0.643, -2.545, 1.216], [0.197, -2.122, 0.497], [1.350, -1.984, 1.611], [2.132, 3.398, -0.137], [2.623, 4.366, -0.330], [1.279, 3.440, -0.132], [4.821, -1.386, 2.522], [4.283, -0.629, 2.911], [4.991, -1.079, 1.633], [-1.354, -0.120, 0.909], [-1.668, -1.053, 0.954], [-0.411, -0.170, 0.740], [4.334, 0.826, -2.419], [4.610, 0.251, -1.614], [3.523, 0.197, -2.577]]
}

---

# 4
{
  "formula": "H33O16",
  "method": "ωB97M-V/def2-TZVPD",
  "multiplicity": 1,
  "lumo_energy_ev": -2.44,
  "total_charge": 1,
  "elements": ["O", "H", "H", "O", "H", "H", "O", "H", "H", "O", "H", "H", "O", "H", "H", "O", "H", "H", "O", "H", "H", "O", "H", "H", "O", "H", "O", "H", "H", "O", "H", "H", "O", "H", "H", "O", "H", "H", "O", "H", "H", "O", "H", "H", "O", "H", "H", "H", "H"],
  "xyz": [[1.409, -2.733, 4.621], [2.319, -2.974, 4.871], [1.225, -3.444, 4.001], [1.562, -1.830, -3.413], [-0.499, 2.856, 3.469], [2.427, -2.106, -3.103], [-0.575, 2.109, 4.076], [0.180, 2.120, 4.689], [-1.749, -0.351, -4.194], [-2.113, -2.147, 0.999], [-1.309, -2.634, 1.194], [-2.906, -0.456, -1.020], [1.336, -0.576, 3.156], [2.386, 2.616, -0.498], [0.870, -1.353, 3.527], [4.310, 2.565, -1.666], [4.189, 2.859, -2.575], [-1.206, -0.565, -0.949], [3.569, -3.081, 1.321], [4.250, -2.383, 1.325], [4.075, -3.735, 0.824], [-4.371, -3.884, -0.364], [-2.392, -2.505, 0.114], [-3.697, -4.397, -0.858], [-1.609, 0.400, -4.809], [2.216, -0.262, 3.331], [-0.393, -0.033, -0.839], [0.768, 1.671, 0.775], [-0.151, 0.235, -1.741], [1.445, 2.541, -0.246], [1.084, 2.748, -1.128], [0.065, 0.808, 1.983], [-1.855, 0.796, 2.489], [5.292, 2.580, -1.709], [0.205, 0.304, 0.441], [-2.652, -0.118, -1.914], [-3.452, -0.471, -2.320], [-1.534, 0.578, 3.364], [0.746, 0.737, 1.259], [-2.673, 0.327, 2.311], [-0.961, 0.879, -4.228], [0.243, 2.906, -3.484], [-0.494, 3.504, -3.657], [0.166, 2.436, -4.336], [-2.438, 2.772, -0.420], [-2.218, 3.362, -1.160], [1.760, -1.701, -4.364], [-4.441, -4.310, 0.493], [-2.409, 3.338, 0.359]]
}

---

# 5
{
  "formula": "H33O16",
  "method": "ωB97M-V/def2-TZVPD",
  "multiplicity": 1,
  "lumo_energy_ev": -2.49,
  "total_charge": 1,
  "elements": ["O", "H", "H", "O", "H", "H", "O", "H", "H", "O", "H", "H", "O", "H", "H", "O", "H", "H", "O", "H", "H", "O", "H", "H", "O", "H", "O", "H", "H", "O", "H", "H", "O", "H", "H", "O", "H", "H", "O", "H", "H", "O", "H", "H", "O", "H", "H", "H", "H"],
  "xyz": [[-4.730, 2.396, -0.251], [-4.778, 1.434, -0.277], [-5.459, 2.786, 0.217], [1.369, 1.927, -0.840], [-1.590, -2.415, 4.848], [0.394, 2.475, -1.008], [-1.748, -2.507, 3.894], [-2.236, -3.357, 3.733], [-0.588, -0.818, -3.323], [1.158, -3.655, -1.272], [1.091, -4.575, -0.973], [-0.766, 0.065, 0.740], [-1.591, -0.882, 1.950], [1.792, 2.628, -0.150], [-2.347, -0.285, 1.805], [3.893, -1.369, 1.026], [3.219, -1.849, 1.506], [3.863, 0.286, 0.653], [1.817, 2.366, -3.211], [0.989, 1.949, -3.439], [2.095, 2.698, -4.070], [-3.092, -3.889, -1.113], [1.141, -3.154, -0.457], [-3.962, -3.473, -1.214], [-0.554, -0.919, -2.337], [-2.047, -1.725, 2.104], [3.362, 1.111, 0.572], [0.561, 3.732, 2.173], [3.830, 1.772, 0.067], [1.366, 3.469, 1.734], [2.128, 3.834, 2.202], [3.070, -2.777, -1.444], [-0.728, 3.118, -1.545], [4.823, -1.335, 1.251], [3.507, -1.545, -0.685], [-0.020, 0.678, 0.765], [0.416, 0.697, 1.617], [-1.183, 2.483, -2.097], [3.550, -1.958, -1.588], [-1.327, 3.299, -0.779], [-0.039, -1.791, -2.270], [-1.807, 4.420, 0.590], [-1.998, 5.121, 1.210], [-2.394, 3.688, 0.911], [-0.844, -3.385, 0.437], [-1.266, -3.243, -0.396], [1.301, 1.155, -0.201], [-3.002, -4.453, -1.872], [-0.636, -4.228, 0.807]]
}

---

# 6
{
  "formula": "H34O17",
  "method": "ωB97M-V/def2-TZVPD",
  "multiplicity": 1,
  "lumo_energy_ev": -0.10,
  "elements": ["O", "H", "H", "O", "H", "H", "O", "H", "H", "O", "H", "H", "O", "H", "H", "O", "H", "H", "O", "H", "H", "O", "H", "H", "O", "H", "H", "O", "H", "H", "O", "H", "H", "O", "H", "H", "O", "H", "H", "O", "H", "H", "O", "H", "H", "O", "H", "H", "O", "H", "H"],
  "xyz": [[-2.614, 1.571, -1.828], [-2.686, 0.864, -1.203], [-2.953, 2.335, -1.410], [3.395, 2.350, -1.377], [3.061, 2.196, -2.232], [2.764, 2.102, -0.719], [-0.012, 0.079, 0.313], [-0.528, -0.563, -0.176], [0.842, 0.133, -0.149], [1.453, 2.745, 0.705], [0.765, 2.777, -0.025], [0.949, 2.801, 1.495], [2.696, -0.225, -0.209], [2.684, -1.146, -0.010], [2.422, -0.232, -1.149], [-0.604, -2.706, 0.335], [-1.005, -2.729, -0.531], [-0.729, -3.566, 0.732], [0.417, -1.917, -2.373], [0.126, -2.302, -3.186], [0.575, -2.604, -1.804], [2.270, 0.607, 2.550], [2.212, 1.313, 1.898], [3.035, 0.863, 3.036], [0.687, -1.864, 2.684], [0.185, -1.960, 1.910], [1.484, -1.326, 2.496], [-2.141, 1.972, 1.140], [-1.908, 2.228, 1.997], [-1.294, 2.008, 0.763], [-2.809, -0.937, -0.470], [-3.734, -1.152, -0.578], [-2.565, -1.102, 0.430], [1.459, 0.479, -2.819], [0.897, -0.286, -2.988], [2.055, 0.554, -3.545], [-2.487, -1.148, 2.219], [-1.675, -0.693, 2.567], [-3.101, -0.723, 2.854], [-2.239, -0.713, -3.474], [-2.076, 0.138, -3.861], [-2.016, -0.713, -2.575], [-0.677, 2.968, -0.979], [-0.287, 3.175, -1.856], [-1.281, 2.285, -1.186], [-0.665, 0.458, 3.648], [-0.551, -0.263, 4.309], [0.059, 0.298, 3.063], [2.200, -2.901, 0.194], [1.262, -2.774, 0.382], [2.684, -2.735, 0.990]]
}

---

# 7
{
  "formula": "H35O17",
  "method": "ωB97M-V/def2-TZVPD",
  "multiplicity": 1,
  "lumo_energy_ev": -3.17,
  "total_charge": 1,
  "elements": ["O", "H", "H", "O", "H", "H", "O", "H", "H", "O", "H", "H", "O", "H", "O", "H", "H", "O", "H", "H", "O", "H", "H", "O", "H", "H", "O", "H", "H", "O", "H", "H", "O", "H", "H", "O", "H", "H", "O", "H", "H", "O", "H", "H", "O", "H", "H", "O", "H", "H", "H", "H"],
  "xyz": [[1.193, -3.396, 3.318], [0.758, -3.790, 3.959], [0.986, -2.527, 3.213], [1.060, 1.764, -1.048], [0.514, 1.103, -0.533], [1.084, 2.590, -0.550], [3.738, 0.203, -3.327], [3.960, -0.687, -3.536], [3.159, 0.280, -2.554], [0.292, -2.223, 0.252], [-0.161, -2.621, -0.581], [-1.987, -3.402, 1.343], [-0.649, -3.444, -1.633], [-0.730, -2.114, 0.974], [1.473, 3.228, 2.505], [2.386, 3.099, 2.472], [1.279, 4.013, 2.164], [-2.051, 1.857, 2.404], [-1.638, 1.003, 2.393], [-2.963, 1.626, 2.734], [-1.240, -3.147, 1.908], [-0.344, -2.905, -2.319], [-0.525, -3.847, 1.600], [3.524, 2.663, -1.338], [1.992, 1.531, 1.434], [2.876, 1.959, -1.313], [0.259, 4.695, -1.283], [-0.108, 4.886, -2.012], [-0.020, 4.823, -0.398], [-3.976, 0.278, -0.859], [-4.294, 0.313, -1.845], [-4.730, -0.304, -0.577], [-0.571, 1.286, -2.696], [-1.437, 1.070, -3.033], [-0.574, 2.201, -2.232], [1.526, 0.165, 4.630], [2.333, 0.626, 5.014], [1.047, 0.936, 4.528], [-0.762, -0.090, -0.396], [-0.729, -0.110, -1.340], [1.714, 0.409, 2.300], [-3.306, -2.734, 0.230], [-3.786, -3.523, 0.065], [-3.896, -2.110, 0.481], [1.718, 0.693, 1.312], [0.575, -1.282, 0.280], [-1.546, 0.389, -0.060], [-0.040, -1.756, -3.778], [0.082, -2.147, -4.738], [0.706, -1.208, -3.878], [-1.489, -3.398, -1.523], [3.318, 3.078, -2.132]]
}

---

# 8
{
  "formula": "H35O17",
  "method": "ωB97M-V/def2-TZVPD",
  "multiplicity": 2,
  "lumo_energy_ev": [-5.76, -13.08],
  "s2": 0.758,
  "total_charge": 2,
  "elements": ["O", "H", "H", "O", "H", "H", "O", "H", "H", "O", "H", "H", "O", "H", "O", "H", "H", "O", "H", "H", "O", "H", "H", "O", "H", "H", "O", "H", "H", "O", "H", "H", "O", "H", "H", "O", "H", "H", "O", "H", "H", "O", "H", "H", "O", "H", "H", "O", "H", "H", "H", "H"],
  "xyz": [[-2.257, 1.519, 2.769], [-1.997, 0.598, 2.554], [-2.632, 1.759, 1.832], [-3.349, -1.640, -2.967], [-2.811, -0.870, -2.756], [-2.848, -2.465, -2.947], [-3.112, 2.480, 0.625], [-2.550, 3.214, 0.382], [-3.481, 1.946, -0.118], [0.580, 2.854, 0.950], [0.803, 3.818, 0.777], [1.353, 2.255, 3.364], [0.808, 4.714, -1.329], [0.515, 2.717, 2.104], [-2.665, -3.667, 0.797], [-2.643, -4.009, -0.100], [-3.577, -3.848, 1.079], [2.357, -1.016, 1.524], [1.591, -0.464, 1.309], [2.231, -1.707, 0.849], [0.516, 2.831, 3.363], [0.162, 4.654, -2.055], [-0.228, 2.478, 3.865], [-3.279, -0.226, -0.200], [-1.086, -2.798, 0.646], [-4.087, -0.241, 0.338], [1.787, -4.161, -1.586], [2.288, -3.722, -0.894], [1.724, -5.058, -1.233], [3.156, -1.696, -2.907], [2.267, -1.650, -3.267], [3.109, -2.447, -2.278], [-0.316, -0.875, -3.156], [0.220, -0.271, -3.673], [-0.119, -1.763, -3.479], [0.831, -2.543, 3.156], [0.158, -2.133, 3.798], [1.617, -2.041, 3.383], [0.481, 1.030, -0.688], [0.858, 1.606, -1.362], [0.027, -2.284, 1.629], [1.643, 0.580, 3.286], [2.216, -0.094, 2.872], [1.576, 0.688, 4.236], [-0.207, -2.380, 0.673], [1.229, 2.184, 0.530], [0.412, 0.174, -1.199], [2.697, 2.245, -3.579], [2.895, 1.778, -4.390], [3.307, 2.980, -3.547], [1.463, 5.211, -1.878], [-3.634, -0.247, -1.103]]
}

---

# 9
{
  "formula": "H35O18",
  "method": "ωB97M-V/def2-TZVPD",
  "multiplicity": 1,
  "lumo_energy_ev": 2.17,
  "total_charge": -1,
  "elements": ["O", "H", "H", "O", "H", "O", "H", "H", "O", "H", "H", "O", "H", "H", "O", "H", "H", "O", "H", "H", "O", "H", "H", "O", "H", "H", "O", "H", "H", "O", "H", "H", "O", "H", "H", "O", "H", "H", "O", "H", "H", "O", "H", "H", "O", "H", "H", "O", "H", "H", "O", "H", "H"],
  "xyz": [[-3.398, -0.922, -1.104], [3.889, 1.698, 0.076], [0.855, 1.542, -1.533], [-1.351, -0.945, 0.403], [4.615, 1.578, -3.107], [-2.625, -4.561, 0.337], [-3.771, 4.210, -1.290], [-2.136, -4.183, 1.178], [2.707, 2.776, 3.395], [-0.920, 3.990, 3.083], [2.761, 2.461, 4.134], [3.322, -4.325, 0.456], [3.736, -3.581, 0.744], [-2.804, -0.133, -1.085], [-4.607, -2.828, 1.832], [2.974, 1.396, -0.986], [-4.756, -1.860, 1.623], [3.789, 1.718, -0.959], [0.314, 0.178, 0.062], [-2.080, -4.197, -0.441], [1.208, -1.861, 2.898], [0.854, -2.032, -3.359], [1.063, -1.070, 0.467], [-1.263, 1.604, 0.117], [-1.582, 0.672, 0.501], [0.527, -2.390, 3.337], [0.074, -2.719, -1.072], [-0.647, -3.180, -1.485], [-1.154, -2.276, 0.982], [1.187, -0.016, 0.379], [-1.894, -2.605, 2.503], [0.932, -1.550, 2.056], [-3.088, 3.543, -1.589], [-2.681, 2.954, -0.942], [2.031, 2.247, 2.928], [-1.253, -2.942, 1.836], [-0.908, -0.744, 1.133], [-3.627, -3.167, 1.501], [1.073, 2.424, -1.929], [2.500, -4.143, 0.082], [-2.848, -1.488, -0.568], [-0.326, 3.373, 3.418], [-0.211, -1.878, -0.625], [0.520, 3.920, 3.364], [0.340, 4.847, -1.527], [1.950, 2.263, -2.402], [-0.357, 5.419, -1.474], [4.232, 2.130, -3.904], [-1.390, 1.961, 0.939], [3.264, 1.965, -3.806], [0.827, -1.571, -4.036], [0.235, -1.711, -4.709], [-0.102, 4.006, -1.829]]
}